1.
{
  "formula": "C3H6N2O",
  "method": "ωB97M-V/def2-TZVPD",
  "e_tot_ev": -8233.0438,
  "relative_energy_kcal_mol": 84.3,
  "gap_ev": 8.82,
  "elements": ["N", "C", "O", "C", "C", "N", "H", "H", "H", "H", "H", "H"],
  "positions_angstrom": [[2.04, -0.08, 0.01], [0.94, 0.65, 0.38], [0.90, 1.88, 0.34], [0.00, -0.30, 1.07], [-1.53, 0.09, -0.47], [-0.76, -1.01, 0.20], [2.87, 0.40, -0.28], [1.95, -1.08, -0.14], [-1.28, 1.00, 0.09], [-1.25, 0.20, -1.52], [-2.59, -0.06, -0.31], [-1.36, -1.68, 0.68]]
}

***

2.
{
  "formula": "C3H6N2O",
  "method": "ωB97M-V/def2-TZVPD",
  "e_tot_ev": -8232.2567,
  "relative_energy_kcal_mol": 102.4,
  "gap_ev": 9.03,
  "elements": ["C", "N", "C", "N", "C", "O", "H", "H", "H", "H", "H", "H"],
  "positions_angstrom": [[1.57, -0.65, 0.17], [0.50, 0.20, -0.40], [-0.98, -0.13, -0.18], [-1.36, -0.88, -1.11], [-1.77, 0.83, 0.63], [-1.32, 1.92, 0.93], [1.14, -1.46, 0.77], [2.27, -0.08, 0.76], [2.10, -1.10, -0.68], [0.68, 1.20, -0.30], [-0.01, -0.42, -1.39], [-2.83, 0.56, 0.81]]
}

***

3.
{
  "formula": "C3H6N2O",
  "method": "ωB97M-V/def2-TZVPD",
  "e_tot_ev": -8230.4040,
  "relative_energy_kcal_mol": 145.2,
  "smiles": "[H]/N=N/C=C.C=O",
  "gap_ev": 8.03,
  "elements": ["H", "N", "N", "C", "C", "H", "H", "H", "C", "O", "H", "H"],
  "positions_angstrom": [[-1.11, -0.65, 2.77], [-0.34, -0.89, 2.12], [-0.51, -0.39, 1.03], [0.26, -0.78, -0.25], [1.55, -0.50, -0.46], [-0.07, -1.78, -0.52], [2.18, -1.18, -1.03], [1.92, 0.50, -0.27], [-0.89, 1.29, -0.82], [-1.61, 1.64, 0.16], [-1.37, 0.83, -1.70], [0.00, 1.90, -1.04]]
}

***

4.
{
  "formula": "C3H6N2O",
  "method": "ωB97M-V/def2-TZVPD",
  "e_tot_ev": -8235.4552,
  "relative_energy_kcal_mol": 28.7,
  "smiles": "C/N=C/NC=O",
  "gap_ev": 10.67,
  "elements": ["C", "N", "C", "N", "C", "O", "H", "H", "H", "H", "H", "H"],
  "positions_angstrom": [[-2.19, -0.09, -0.37], [-0.87, -0.64, -0.17], [0.20, -0.04, -0.45], [1.39, -0.55, 0.10], [2.30, 0.33, 0.66], [2.99, 0.08, 1.62], [-2.63, -0.06, 0.63], [-2.23, 0.93, -0.79], [-2.82, -0.75, -0.98], [0.34, 0.87, -1.05], [1.20, -1.37, 0.68], [2.33, 1.30, 0.13]]
}

***

5.
{
  "formula": "C3H6N2O",
  "method": "ωB97M-V/def2-TZVPD",
  "e_tot_ev": -8233.3665,
  "relative_energy_kcal_mol": 76.8,
  "smiles": "C=N/N=C\\CO",
  "gap_ev": 10.01,
  "elements": ["C", "N", "N", "C", "C", "O", "H", "H", "H", "H", "H", "H"],
  "positions_angstrom": [[-2.02, 0.66, -0.15], [-1.37, -0.29, 0.44], [-0.79, -1.26, -0.20], [0.50, -1.23, -0.23], [1.48, -0.20, 0.33], [1.37, 1.06, -0.34], [-2.38, 1.49, 0.49], [-2.02, 0.78, -1.22], [0.89, -2.04, -0.82], [1.18, -0.01, 1.35], [2.51, -0.57, 0.27], [0.64, 1.61, 0.09]]
}

***

6.
{
  "formula": "C3H6N2O",
  "method": "ωB97M-V/def2-TZVPD",
  "e_tot_ev": -8235.3677,
  "relative_energy_kcal_mol": 30.7,
  "smiles": "c1c[nH]cn1.O",
  "gap_ev": 10.03,
  "elements": ["C", "C", "N", "C", "N", "H", "H", "H", "H", "O", "H", "H"],
  "positions_angstrom": [[-1.78, 0.39, -0.54], [-0.56, 0.98, -0.67], [0.24, 0.36, 0.29], [-0.53, -0.63, 0.84], [-1.75, -0.63, 0.37], [-2.69, 0.63, -1.07], [-0.15, 1.54, -1.49], [0.89, 0.87, 0.87], [-0.30, -1.01, 1.82], [3.03, -0.32, -0.20], [3.31, -1.22, -0.02], [2.11, -0.40, -0.50]]
}